The following is a quantum chemistry calculation of a structure of composition C25H48P4PbS, from the OMol25 dataset.

The geometry in XYZ format:
```
79
Properties=species:S:1:pos:R:3:forces:R:3
Pb 0.059888 -0.188416 -0.515822 -0.88 0.35 -0.52
S -1.130683 -0.319515 -2.905676 0.31 0.07 -0.34
P 1.627883 -0.201126 2.895655 -0.50 0.69 1.02
P -1.658202 1.963124 0.235966 -0.83 0.78 0.00
P 1.917663 1.780249 -1.583137 1.35 0.96 -1.39
P -1.927393 -1.972104 0.710237 -1.54 -1.69 0.24
C -2.679200 1.816715 1.745372 0.22 -0.45 0.13
C -2.556141 -1.808727 2.422794 0.59 0.71 0.26
C 0.348330 -4.951216 -2.104548 -0.45 0.13 -0.29
C -0.799436 -4.600416 -2.705802 0.51 -0.03 0.17
C -2.912664 2.331792 -1.044860 0.25 -0.34 -0.23
C 1.205069 2.748378 -2.962104 -0.80 -0.20 0.25
C 1.069874 -1.799669 -3.625158 1.11 -0.58 -0.12
C -0.863169 3.587445 0.495166 0.54 -0.17 -0.07
C -0.230017 3.043741 4.518944 0.13 -0.02 -0.09
C 2.078166 -1.637846 -5.818909 0.08 0.09 -0.32
C 0.089983 -0.854199 -3.995197 -0.24 0.15 0.50
C 0.555315 0.829058 3.905394 -0.35 0.15 -0.05
C -1.295503 1.080455 5.453316 -0.01 -0.08 0.05
C 2.057884 -2.178774 -4.528426 -0.46 -0.26 1.25
C -3.448349 -1.892129 -0.306272 0.34 0.81 -0.40
C 1.598440 -1.897736 3.446692 -0.03 -0.50 -0.23
C 1.106080 -0.701139 -6.200041 -0.75 0.55 0.10
C 3.289472 0.452933 2.884621 0.43 0.13 -0.28
C -0.417728 0.257890 4.747761 0.12 -0.05 -0.23
C 3.299647 0.944516 -2.440066 -0.18 -0.66 0.39
C 2.793847 3.051156 -0.601850 -0.42 -0.27 0.79
C -1.546592 -3.758278 0.633058 0.82 0.12 -0.04
C 0.114677 -0.317683 -5.305434 0.11 0.08 -0.93
C 0.652947 2.232867 3.807568 -0.03 -0.16 -0.08
C -1.208657 2.470003 5.337378 0.09 -0.12 -0.11
H -3.154915 2.784915 1.960045 0.12 -0.23 -0.19
H -0.851712 -4.004857 1.447574 -0.16 -0.07 -0.22
H 3.533075 0.863759 1.894837 0.06 -0.11 0.34
H -2.045038 0.629110 6.106247 0.26 0.16 -0.15
H -2.476978 -4.327216 0.772622 0.12 0.28 0.04
H -0.276300 3.572486 1.423404 -0.14 0.04 -0.22
H 0.810910 -2.465587 2.929228 0.23 0.12 0.25
H -2.663178 -0.750357 2.693841 -0.08 -0.34 0.04
H -3.458413 1.055162 1.608357 0.15 0.25 0.04
H -1.781617 -4.809799 -2.267493 0.37 0.06 -0.15
H 3.906832 0.405432 -1.700197 -0.01 0.10 -0.29
H 3.447007 2.559684 0.132999 -0.09 0.23 -0.22
H 2.913941 0.224127 -3.174275 0.15 0.22 0.17
H 3.384811 1.240129 3.643304 0.00 -0.21 -0.15
H 0.762423 2.075225 -3.708111 0.15 0.22 0.15
H 0.373767 -5.436880 -1.122317 -0.02 0.05 -0.45
H -0.146563 4.129426 4.442886 0.00 -0.32 0.08
H -1.841762 -2.271214 3.118192 -0.23 0.09 -0.17
H 2.809090 -2.910344 -4.221578 -0.24 0.21 -0.18
H -2.445208 2.348572 -2.038712 -0.22 0.10 0.20
H -2.048056 1.540953 2.599024 -0.14 0.08 -0.06
H -1.645649 4.355611 0.577384 0.18 -0.24 -0.04
H 3.983515 -0.365333 3.118172 -0.05 0.27 -0.08
H -3.938307 -0.916602 -0.174513 0.01 -0.31 -0.07
H 2.574314 -2.347260 3.216962 -0.29 -0.01 0.07
H -1.895938 3.109170 5.892866 0.20 -0.18 -0.12
H 3.402505 3.679761 -1.268009 -0.19 -0.26 0.04
H -3.364330 3.310834 -0.828650 0.10 -0.29 -0.04
H 1.313062 -4.830942 -2.609447 -0.34 -0.01 0.22
H 1.430534 -1.936093 4.531084 0.12 0.02 -0.24
H 1.119097 -0.268345 -7.200668 0.01 -0.15 0.25
H 3.921783 1.694578 -2.949139 -0.22 -0.10 0.19
H -3.192339 -2.016751 -1.368127 -0.18 -0.06 0.27
H -3.692076 1.557640 -1.036477 0.16 0.22 -0.05
H 1.125929 -0.152063 1.553595 0.50 -0.13 0.83
H -3.531062 -2.308428 2.519419 0.26 0.04 -0.22
H -0.199089 3.835551 -0.344306 -0.26 0.05 0.23
H -1.090051 -4.042433 -0.325401 -0.20 0.19 0.36
H 0.419465 3.417754 -2.587379 0.20 -0.06 -0.22
H 2.071365 3.679597 -0.064097 0.29 -0.06 -0.14
H 1.019558 -2.244806 -2.630549 0.11 -0.02 -0.30
H -4.128986 -2.694290 0.012951 0.24 0.18 0.00
H -0.661420 0.396064 -5.579647 0.22 -0.14 -0.13
H 2.006414 3.341855 -3.425002 -0.13 -0.17 0.19
H -0.473038 -0.827820 4.866248 -0.09 0.39 0.02
H 1.435540 2.685946 3.190158 -0.25 -0.05 0.21
H -0.802979 -4.130653 -3.696112 -0.02 -0.31 0.32
H 2.848602 -1.946615 -6.527847 -0.22 0.08 0.17
```
Positions in Å, forces in eV/Å.

Calculated values
**Energy above the lowest of the compared OMol25 structures with the same formula, charge and spin**: 0.00 kJ/mol
**HOMO (spin up / spin down)**: -19.36 / -19.36 eV
**Orbital gap (spin up / spin down)**: 0.170 / 0.196 hartree
**Net charge**: +4
**F_max**: 2.30 eV/A

Population analysis type Löwdin, resulting atomic charges in e: 0.74, 0.68, 0.96, 0.72, 0.74, 0.77, -0.23, -0.22, -0.07, -0.07, -0.24, -0.22, -0.14, -0.23, -0.04, 0.04, -0.66, -0.36, -0.03, -0.02, -0.23, -0.17, 0.01, -0.16, -0.08, -0.22, -0.22, -0.22, -0.06, -0.10, -0.01, 0.09, 0.06, 0.05, 0.14, 0.09, 0.04, 0.05, 0.02, 0.05, 0.06, 0.07, 0.05, 0.03, 0.09, 0.04, 0.06, 0.13, 0.05, 0.14, 0.04, 0.02, 0.08, 0.08, 0.05, 0.08, 0.14, 0.09, 0.08, 0.06, 0.09, 0.14, 0.09, 0.04, 0.06, -0.13, 0.09, 0.03, 0.00, 0.05, 0.04, 0.07, 0.09, 0.13, 0.09, 0.10, 0.11, 0.06, 0.15